Molecular formula: C3H5IO3
Method: DFT, ωB97M-V/def2-TZVPD

Values from the calculation:
**HOMO level**: -9.494 eV
**Net charge**: 0
**E_tot**: -640.65201 Ha
**ΔE to the lowest compared entry with this formula, charge and spin**: 1.459 eV

```
12
Properties=species:S:1:pos:R:3:forces:R:3
C -2.5373 0.6460 0.9293 -2.1 -2.8 2.1
C 0.7987 0.8370 -0.2182 -2.4 -2.4 -2.4
C 0.3410 0.3667 1.0999 -0.5 -2.2 2.3
O -3.1014 -0.1507 1.5512 1.9 2.7 -2.1
O 1.5391 -0.1381 -1.0099 0.4 -0.2 2.4
O 0.3068 -0.7712 1.5940 0.7 2.3 -1.9
I -0.3828 -2.7585 -2.5130 0.8 2.0 0.9
H -0.1792 1.0148 -0.8274 1.1 -0.5 1.1
H 1.0821 1.8457 -0.1283 1.8 1.1 -0.1
H -0.0447 1.1868 1.7136 -0.1 0.3 0.1
H 1.8674 -0.8564 -0.3583 -0.7 1.6 -1.4
H 0.3103 -1.2222 -1.8330 -0.7 -2.0 -0.9
```
Forces are in eV/Å.

Okay, here come the Mulliken numbers, in e, for every atom: atom 1 (C): 0.182, atom 2 (C): -0.174, atom 3 (C): -0.173, atom 4 (O): -0.171, atom 5 (O): -0.559, atom 6 (O): -0.521, atom 7 (I): -0.192, atom 8 (H): 0.211, atom 9 (H): 0.373, atom 10 (H): 0.520, atom 11 (H): 0.381, atom 12 (H): 0.123



Molecular formula: C3H5KMgO4
Method: DFT, ωB97M-V/def2-TZVPD

Values from the calculation:
**HOMO level (alpha / beta)**: -9.485 / -12.340 eV
**Net charge**: +1
**E_tot**: -1218.10855 Ha
**ΔE to the lowest compared entry with this formula, charge and spin**: 0.000 eV
**Spin multiplicity**: 2

```
14
Properties=species:S:1:pos:R:3:forces:R:3
Mg 3.4328 2.2071 0.2044 -0.5 0.2 0.1
O 1.5787 2.3797 0.4491 0.4 -0.3 0.0
C 0.3705 1.7523 0.4268 -0.8 -1.5 -0.3
H -0.2833 2.1248 -0.3891 0.1 0.0 0.2
H -0.2202 1.8143 1.3631 0.3 0.3 -0.1
C 0.6087 0.2110 0.1454 0.5 0.8 0.2
O -0.5854 -0.5960 0.1303 -1.1 0.7 0.4
C -0.5102 -1.8434 -0.3261 1.7 1.0 -1.0
O 0.4846 -2.4232 -0.6479 -0.9 -0.2 0.4
O -1.7894 -2.1906 -0.5177 -1.0 -1.2 -0.1
K -3.4269 -0.3470 0.0170 -0.1 0.4 0.2
H 1.2076 -0.2086 0.9656 0.4 0.2 -0.7
H 1.0190 0.1698 -0.8735 0.4 -0.4 0.6
H -1.8864 -3.0503 -0.9473 0.4 -0.2 0.1
```
Forces are in eV/Å.

Okay, here come the Mulliken numbers, in e, for every atom: atom 1 (Mg): 0.542, atom 2 (O): -0.782, atom 3 (C): -0.156, atom 4 (H): 0.254, atom 5 (H): 0.266, atom 6 (C): -0.580, atom 7 (O): -0.283, atom 8 (C): 0.623, atom 9 (O): -0.465, atom 10 (O): -0.483, atom 11 (K): 1.019, atom 12 (H): 0.324, atom 13 (H): 0.371, atom 14 (H): 0.349